Entry 1:
A cluster of 2 separate species, C3H3NO2 in total. Source: OMol25; level of theory: the ωB97M-V functional and the def2-TZVPD basis.

The geometry in XYZ format:
```
9
Properties=species:S:1:pos:R:3:forces:R:3
C 0.521 -1.409 -1.096 -0.03 0.70 -2.78
C -0.841 1.377 -0.006 -0.59 -3.35 0.34
C -0.062 -0.663 -0.202 -1.14 1.44 1.01
N -1.825 2.013 0.603 1.14 -0.83 -0.98
O -1.707 3.329 0.605 -1.05 0.17 0.53
O -2.855 1.422 1.132 0.31 0.57 0.21
H 0.539 -1.029 -2.220 0.12 -0.30 1.89
H -0.248 -1.049 0.784 -0.17 0.46 0.57
H -0.234 2.043 -0.518 1.40 1.14 -0.78
```
Positions in Å, forces in eV/Å.

Its spin multiplicity is 1. The total charge is -2. The calculation puts the maximum force at 3.42 eV Å⁻¹. The value obtained for the energy above the lowest of the compared OMol25 structures with the same formula, charge and spin is 2.4148 eV. The value obtained for the frontier orbital gap is 0.2231 Ha.

natural (NBO) atomic charge list, values in e, 8 entries: atom 1 (C): -0.71, atom 2 (C): -0.24, atom 3 (C): -0.29, atom 4 (N): 0.30, atom 5 (O): -0.74, atom 6 (O): -0.70, atom 7 (H): 0.10, atom 8 (H): 0.14

***

Entry 2:
An isolated molecule of C3H3NO2. Source: OMol25; level of theory: the ωB97M-V functional and the def2-TZVPD basis.

The geometry in XYZ format:
```
9
Properties=species:S:1:pos:R:3:forces:R:3
C -1.440 -0.339 0.245 -0.30 -0.16 0.08
O -0.192 0.251 -0.055 0.05 0.34 0.13
C 0.952 0.715 -0.464 0.11 0.28 -0.20
O 1.149 1.725 -1.080 -0.11 -0.57 0.24
C 2.047 -0.165 0.009 0.73 -0.73 0.36
N 2.835 -0.904 0.420 -0.69 0.78 -0.45
H -1.275 -1.272 0.792 0.00 0.14 -0.11
H -1.989 0.369 0.869 0.05 -0.13 -0.10
H -1.998 -0.530 -0.674 0.17 0.07 0.07
```
Positions in Å, forces in eV/Å.

Its spin multiplicity is 1. As for the SMILES: COC(=O)C#N. The calculation puts the maximum force at 1.13 eV Å⁻¹. The value obtained for the energy above the lowest of the compared OMol25 structures with the same formula, charge and spin is 2.5652 eV. The value obtained for the frontier orbital gap is 0.4360 Ha.

natural (NBO) atomic charge list, values in e, 8 entries: atom 1 (C): -0.21, atom 2 (O): -0.54, atom 3 (C): 0.74, atom 4 (O): -0.50, atom 5 (C): 0.16, atom 6 (N): -0.26, atom 7 (H): 0.20, atom 8 (H): 0.21

***

Entry 3:
An isolated molecule of C3H3NO2. Source: OMol25; level of theory: the ωB97M-V functional and the def2-TZVPD basis.

The geometry in XYZ format:
```
9
Properties=species:S:1:pos:R:3:forces:R:3
O 2.547 0.007 0.003 1.87 -0.07 -0.05
N 1.323 -0.176 0.003 -2.90 -0.65 0.12
C 0.353 0.811 0.013 -2.02 0.77 -0.18
C -0.877 0.212 -0.017 4.05 0.25 0.31
O -0.652 -1.120 0.005 -3.63 -0.43 -0.29
C 0.607 -1.335 0.000 4.22 1.89 -0.05
H 0.456 1.893 0.010 0.77 -0.50 0.03
H -1.779 0.710 0.013 -2.07 -0.02 0.03
H 1.159 -2.219 -0.150 -0.29 -1.24 0.08
```
Positions in Å, forces in eV/Å.

Its spin multiplicity is 1. As for the SMILES: [O-][n+]1ccoc1. The calculation puts the maximum force at 4.62 eV Å⁻¹. The value obtained for the energy above the lowest of the compared OMol25 structures with the same formula, charge and spin is 3.9815 eV. The value obtained for the frontier orbital gap is 0.3388 Ha.

natural (NBO) atomic charge list, values in e, 8 entries: atom 1 (O): -0.54, atom 2 (N): 0.09, atom 3 (C): -0.13, atom 4 (C): 0.06, atom 5 (O): -0.36, atom 6 (C): 0.22, atom 7 (H): 0.24, atom 8 (H): 0.22

***

Entry 4:
An isolated molecule of C3H3NO2. Source: OMol25; level of theory: the ωB97M-V functional and the def2-TZVPD basis.

The geometry in XYZ format:
```
9
Properties=species:S:1:pos:R:3:forces:R:3
N -2.460 0.908 1.610 -0.56 0.34 0.51
C -1.643 0.410 0.987 2.76 -1.67 -2.37
C -0.450 -0.251 0.062 -1.60 -2.91 2.81
O -0.835 -0.695 -1.199 0.48 1.75 0.44
C 0.683 0.736 0.059 -1.70 -0.27 -1.43
O 0.846 1.418 -0.910 0.63 0.29 -0.26
H -0.078 -1.243 0.580 -0.86 2.12 -0.16
H -0.338 -0.020 -1.697 -0.56 -0.20 -1.15
H 1.250 0.704 0.936 1.40 0.55 1.62
```
Positions in Å, forces in eV/Å.

Its spin multiplicity is 1. As for the SMILES: N#C[C@@H](O)C=O. The calculation puts the maximum force at 4.35 eV Å⁻¹. The value obtained for the energy above the lowest of the compared OMol25 structures with the same formula, charge and spin is 2.5110 eV. The value obtained for the frontier orbital gap is 0.4176 Ha.

natural (NBO) atomic charge list, values in e, 8 entries: atom 1 (N): -0.31, atom 2 (C): 0.23, atom 3 (C): -0.04, atom 4 (O): -0.66, atom 5 (C): 0.41, atom 6 (O): -0.49, atom 7 (H): 0.22, atom 8 (H): 0.49

***

Entry 5:
An isolated molecule of C3H3NO2. Source: OMol25; level of theory: the ωB97M-V functional and the def2-TZVPD basis.

The geometry in XYZ format:
```
9
Properties=species:S:1:pos:R:3:forces:R:3
O 1.260 -1.518 0.505 -0.75 0.74 1.04
C 0.499 -0.493 0.014 -1.48 0.63 0.20
C 0.095 -0.001 -1.271 0.61 -2.18 3.49
C -0.886 0.964 -0.847 0.42 -0.32 -3.99
N -0.935 1.169 0.426 -2.87 1.60 -0.90
O -0.214 0.242 1.019 3.54 -2.46 -1.39
H 1.159 -1.648 1.516 -0.03 0.75 -2.45
H 0.249 -0.454 -2.276 0.04 0.64 1.25
H -1.471 1.314 -1.791 0.51 0.60 2.76
```
Positions in Å, forces in eV/Å.

Its spin multiplicity is 1. As for the SMILES: Oc1ccno1. The calculation puts the maximum force at 4.54 eV Å⁻¹. The value obtained for the energy above the lowest of the compared OMol25 structures with the same formula, charge and spin is 3.3620 eV. The value obtained for the frontier orbital gap is 0.3561 Ha.

natural (NBO) atomic charge list, values in e, 8 entries: atom 1 (O): -0.67, atom 2 (C): 0.59, atom 3 (C): -0.44, atom 4 (C): -0.04, atom 5 (N): -0.14, atom 6 (O): -0.30, atom 7 (H): 0.51, atom 8 (H): 0.25

***

Entry 6:
An isolated molecule of C3H3NO2. Source: OMol25; level of theory: the ωB97M-V functional and the def2-TZVPD basis.

The geometry in XYZ format:
```
9
Properties=species:S:1:pos:R:3:forces:R:3
O 0.674 -0.151 2.186 -0.33 0.00 -0.64
C 0.400 0.058 1.042 -0.07 0.06 0.25
N -0.554 -0.726 0.217 -0.31 -0.15 -0.17
C -0.362 -0.356 -1.301 0.68 0.22 -0.27
C 0.397 0.727 -1.093 -0.02 -0.22 -0.45
O 0.899 0.962 0.226 -0.18 0.03 0.21
H -0.684 -1.688 0.533 0.17 0.14 -0.27
H -1.476 -0.313 -0.021 -0.07 0.03 1.33
H 0.707 1.486 -1.790 0.13 -0.10 0.01
```
Positions in Å, forces in eV/Å.

Its spin multiplicity is 1. The calculation puts the maximum force at 1.33 eV Å⁻¹. The value obtained for the energy above the lowest of the compared OMol25 structures with the same formula, charge and spin is 4.0604 eV. The value obtained for the frontier orbital gap is 0.3564 Ha.

natural (NBO) atomic charge list, values in e, 8 entries: atom 1 (O): -0.54, atom 2 (C): 0.88, atom 3 (N): -0.70, atom 4 (C): -0.23, atom 5 (C): -0.10, atom 6 (O): -0.45, atom 7 (H): 0.44, atom 8 (H): 0.48

***

Entry 7:
An isolated molecule of C3H3NO2. Source: OMol25; level of theory: the ωB97M-V functional and the def2-TZVPD basis.

The geometry in XYZ format:
```
9
Properties=species:S:1:pos:R:3:forces:R:3
O 2.389 -0.756 -0.288 -0.51 0.20 0.24
C 1.286 -0.321 -0.132 0.35 -0.08 -0.02
C 0.531 0.830 -0.232 0.12 0.00 -0.06
N -0.813 0.547 0.030 0.03 -0.27 -0.13
C -0.959 -0.721 0.348 0.02 0.12 -0.09
O 0.156 -1.356 0.354 -0.02 0.10 -0.05
H 0.875 1.841 -0.368 -0.02 -0.19 -0.15
H -1.563 1.133 -0.299 -0.11 0.04 0.39
H -1.903 -1.197 0.588 0.13 0.09 -0.12
```
Positions in Å, forces in eV/Å.

Its spin multiplicity is 1. The calculation puts the maximum force at 0.60 eV Å⁻¹. The value obtained for the energy above the lowest of the compared OMol25 structures with the same formula, charge and spin is 1.6654 eV. The value obtained for the frontier orbital gap is 0.3087 Ha.

natural (NBO) atomic charge list, values in e, 8 entries: atom 1 (O): -0.58, atom 2 (C): 0.66, atom 3 (C): -0.38, atom 4 (N): -0.49, atom 5 (C): 0.41, atom 6 (O): -0.47, atom 7 (H): 0.24, atom 8 (H): 0.43

***

Entry 8:
An isolated molecule of C3H3NO2. Source: OMol25; level of theory: the ωB97M-V functional and the def2-TZVPD basis.

The geometry in XYZ format:
```
9
Properties=species:S:1:pos:R:3:forces:R:3
C -1.078 -0.691 0.103 -0.52 -0.43 -3.54
N 0.187 0.063 0.003 -2.12 -1.38 -0.28
C 0.798 1.201 -0.518 1.30 -1.66 0.54
O 0.651 2.046 -1.322 -0.41 0.67 -0.21
C 1.440 0.163 0.435 1.06 2.14 -0.11
O 2.263 -0.260 1.167 0.25 -0.65 0.25
H -1.412 -0.715 1.103 -0.42 -0.08 1.00
H -1.719 -0.040 -0.567 0.12 -0.93 1.11
H -1.130 -1.767 -0.405 0.75 2.31 1.24
```
Positions in Å, forces in eV/Å.

Its spin multiplicity is 1. As for the SMILES: Cn1c(=O)c1=O. The calculation puts the maximum force at 3.60 eV Å⁻¹. The value obtained for the energy above the lowest of the compared OMol25 structures with the same formula, charge and spin is 2.7529 eV. The value obtained for the frontier orbital gap is 0.3744 Ha.

natural (NBO) atomic charge list, values in e, 8 entries: atom 1 (C): -0.45, atom 2 (N): -0.43, atom 3 (C): 0.61, atom 4 (O): -0.52, atom 5 (C): 0.63, atom 6 (O): -0.53, atom 7 (H): 0.22, atom 8 (H): 0.23

***

Entry 9:
A cluster of 2 separate species, C3H3NO2 in total. Source: OMol25; level of theory: the ωB97M-V functional and the def2-TZVPD basis.

The geometry in XYZ format:
```
9
Properties=species:S:1:pos:R:3:forces:R:3
N 0.639 2.159 -0.800 -0.54 -1.12 0.13
C 0.122 1.128 -0.667 0.47 0.98 -0.14
C -0.535 -0.126 -0.522 0.17 -0.08 0.23
O -1.719 -0.406 -1.182 0.00 -0.11 -0.20
C -0.098 -1.049 0.338 0.24 -0.70 0.54
O 0.229 -1.906 1.046 -0.30 0.81 -0.67
H -1.503 -0.876 -1.999 -0.12 0.14 0.02
H 1.258 0.852 1.798 0.06 0.03 0.04
H 1.604 0.224 1.989 0.02 0.05 0.06
```
Positions in Å, forces in eV/Å.

Its spin multiplicity is 1. As for the SMILES: N#CC(O)=C=O.[H][H]. The calculation puts the maximum force at 1.25 eV Å⁻¹. The value obtained for the energy above the lowest of the compared OMol25 structures with the same formula, charge and spin is 3.5204 eV. The value obtained for the frontier orbital gap is 0.3397 Ha.

natural (NBO) atomic charge list, values in e, 8 entries: atom 1 (N): -0.29, atom 2 (C): 0.23, atom 3 (C): -0.14, atom 4 (O): -0.64, atom 5 (C): 0.75, atom 6 (O): -0.39, atom 7 (H): 0.49, atom 8 (H): 0.01

***

Entry 10:
An isolated molecule of C3H3NO2. Source: OMol25; level of theory: the ωB97M-V functional and the def2-TZVPD basis.

The geometry in XYZ format:
```
9
Properties=species:S:1:pos:R:3:forces:R:3
N 2.540 -0.841 -0.466 -1.05 0.39 0.12
C 1.518 -0.354 -0.238 0.91 -0.41 -0.18
C 0.263 0.291 0.195 0.06 -0.11 0.11
O 0.013 1.463 -0.506 -0.10 0.07 0.03
C -0.945 -0.648 0.127 -0.42 0.16 -0.07
O -2.005 -0.214 -0.250 0.56 -0.28 0.11
H 0.415 0.478 1.274 -0.09 0.07 -0.04
H -0.947 1.466 -0.677 0.12 0.03 -0.04
H -0.817 -1.683 0.486 0.02 0.08 -0.04
```
Positions in Å, forces in eV/Å.

Its spin multiplicity is 1. As for the SMILES: N#C[C@@H](O)C=O. The calculation puts the maximum force at 1.13 eV Å⁻¹. The value obtained for the energy above the lowest of the compared OMol25 structures with the same formula, charge and spin is 1.7550 eV. The value obtained for the frontier orbital gap is 0.4153 Ha.

natural (NBO) atomic charge list, values in e, 8 entries: atom 1 (N): -0.28, atom 2 (C): 0.25, atom 3 (C): -0.09, atom 4 (O): -0.67, atom 5 (C): 0.43, atom 6 (O): -0.50, atom 7 (H): 0.23, atom 8 (H): 0.50

***

Copy entry 6 word for word.
An isolated molecule of C3H3NO2. Source: OMol25; level of theory: the ωB97M-V functional and the def2-TZVPD basis.

The geometry in XYZ format:
```
9
Properties=species:S:1:pos:R:3:forces:R:3
O 0.674 -0.151 2.186 -0.33 0.00 -0.64
C 0.400 0.058 1.042 -0.07 0.06 0.25
N -0.554 -0.726 0.217 -0.31 -0.15 -0.17
C -0.362 -0.356 -1.301 0.68 0.22 -0.27
C 0.397 0.727 -1.093 -0.02 -0.22 -0.45
O 0.899 0.962 0.226 -0.18 0.03 0.21
H -0.684 -1.688 0.533 0.17 0.14 -0.27
H -1.476 -0.313 -0.021 -0.07 0.03 1.33
H 0.707 1.486 -1.790 0.13 -0.10 0.01
```
Positions in Å, forces in eV/Å.

Its spin multiplicity is 1. The calculation puts the maximum force at 1.33 eV Å⁻¹. The value obtained for the energy above the lowest of the compared OMol25 structures with the same formula, charge and spin is 4.0604 eV. The value obtained for the frontier orbital gap is 0.3564 Ha.

natural (NBO) atomic charge list, values in e, 8 entries: atom 1 (O): -0.54, atom 2 (C): 0.88, atom 3 (N): -0.70, atom 4 (C): -0.23, atom 5 (C): -0.10, atom 6 (O): -0.45, atom 7 (H): 0.44, atom 8 (H): 0.48

***

Q: What is the frontier orbital gap in the first record?
A: 0.2231 Ha